Record 1
Density functional theory data (ωB97M-V with the def2-TZVPD basis set) for a structure of composition C17H9INO4Pt.

The calculated total energy is -38805.598 eV. The value obtained for the highest occupied orbital energy is -5.3 eV. The HOMO-LUMO gap comes out at 0.2621 Eh. The molar mass comes out at 613.2 g/mol. As for the relative energy (zero: lowest compared OMol25 entry of this formula, charge and spin): 20.7 kJ/mol.

The geometry in ORCA input format:
```
! wB97M-V def2-TZVPD RIJCOSX def2/J DEFGRID3
* xyz -1 1
Pt 1.0406 -0.0979 -0.5892
O -2.9292 4.8865 -3.3270
C -2.8878 4.6641 -2.1064
O -3.4359 5.2435 -1.1500
C -1.9846 3.4735 -1.6955
C -1.8335 3.1319 -0.3592
C -1.0270 2.0719 -0.0016
N -0.3784 1.3337 -0.9061
C -0.4963 1.6631 -2.2127
C -1.2859 2.7140 -2.6284
C 0.3009 0.8283 -3.1924
O 0.2781 1.0790 -4.3819
O 0.9627 -0.1406 -2.6428
H -2.3545 3.7192 0.3847
H -0.8748 1.8021 1.0337
H -1.3532 2.9465 -3.6815
I 3.5832 -0.7322 -0.2982
C 3.3713 -0.7169 1.7723
C 4.4661 -0.9611 2.5519
C 4.2976 -1.0288 3.9494
C 3.0480 -0.8960 4.4883
C 1.9111 -0.6675 3.6773
C 0.6169 -0.6088 4.2455
C -0.4659 -0.4370 3.4356
C -0.3028 -0.2643 2.0445
C 0.9272 -0.2668 1.4180
C 2.0579 -0.5256 2.2696
H 5.4431 -1.1115 2.1129
H 5.1567 -1.2135 4.5808
H 2.9007 -0.9820 5.5585
H 0.5070 -0.7294 5.3166
H -1.4638 -0.4206 3.8571
H -1.1943 -0.1037 1.4516
*
```

=====

Record 2
Density functional theory data (ωB97M-V with the def2-TZVPD basis set) for a cluster of 14 separate species, C16H60N10O14 in total at a distorted geometry.

The calculated total energy is -61126.704 eV. The value obtained for the highest occupied orbital energy is -8.0 eV. The HOMO-LUMO gap comes out at 0.2840 Eh. The molar mass comes out at 616.7 g/mol. As for the relative energy (zero: lowest compared OMol25 entry of this formula, charge and spin): 681.0 kJ/mol.

The geometry in ORCA input format:
```
! wB97M-V def2-TZVPD RIJCOSX def2/J DEFGRID3
* xyz 0 1
C 0.8146 -3.6181 3.5121
C 1.0936 -2.5291 2.5001
O 0.5656 -2.9521 1.2591
H 1.0726 -3.4501 4.5571
H 1.3906 -4.4821 3.3141
H -0.2594 -3.8591 3.5801
H 2.0876 -2.2361 2.3791
H 0.5496 -1.6491 2.9001
H -0.3444 -3.1391 1.3341
C 3.3206 2.5139 -2.3409
C 3.5836 1.4109 -3.3089
O 4.7056 0.6419 -2.8309
H 4.1536 2.9239 -1.8249
H 2.5226 2.3089 -1.6509
H 2.8486 3.3639 -2.8379
H 3.6926 1.8949 -4.2999
H 2.7116 0.8139 -3.3299
H 4.3416 -0.0981 -2.2989
C -2.3574 -2.2301 3.0141
O -1.6624 -1.5711 3.9631
N -2.0884 -2.0171 1.7641
N -3.1524 -3.2311 3.2101
H -1.4434 -1.2041 1.4871
H -2.5514 -2.5011 0.9871
H -3.0674 -3.4991 4.1801
H -3.6554 -3.7411 2.4861
C -1.5664 -4.1521 -0.6849
O -2.0234 -2.8661 -0.7879
N -0.6914 -4.4911 -1.5859
N -1.9734 -5.0631 0.1741
H -0.2184 -3.7571 -2.2089
H -0.2184 -5.4651 -1.6529
H -2.8674 -4.7931 0.7101
H -1.4824 -5.9601 0.4001
C 1.3046 4.9669 0.0171
O 1.7056 5.8969 0.9661
N 0.9056 3.8039 0.4191
N 1.2676 5.0979 -1.2599
H 0.7996 3.5649 1.4361
H 0.7296 3.0109 -0.1869
H 1.6486 6.0169 -1.5479
H 1.2016 4.2929 -1.9479
C -0.2274 0.1799 -0.3459
O 0.3366 1.4179 -0.6439
N -0.8684 -0.4541 -1.2589
N -0.1844 -0.3491 0.7811
H -0.8394 0.0579 -2.2019
H -1.1724 -1.4201 -1.1539
H 0.3146 0.0899 1.5701
H 0.1356 -1.3581 0.6871
C 1.3206 2.0959 3.2081
O 1.0356 0.7669 2.9311
N 0.4476 3.0689 2.9841
N 2.4896 2.5659 3.4881
H -0.4854 2.7599 2.8811
H 0.4826 3.9829 3.4761
H 3.3226 2.0289 3.2001
H 2.5016 3.6269 3.4751
C -2.0254 2.9999 -0.5119
O -2.9044 4.1079 -0.4169
H -1.5044 2.8679 0.4371
H -1.3174 3.0869 -1.3419
H -2.5824 2.1599 -0.8579
H -3.6694 3.8149 -0.9399
C 2.7506 -1.4191 -1.5959
O 4.1136 -1.3341 -1.1989
H 2.1166 -2.2361 -1.2029
H 2.6756 -1.4541 -2.6839
H 2.1696 -0.5331 -1.3729
H 4.2186 -1.1951 -0.2709
C 3.2286 0.8329 0.9061
O 4.1756 0.8699 1.9721
H 3.6386 0.7919 -0.1409
H 2.6276 1.7309 0.9571
H 2.5726 -0.0591 1.0401
H 4.7446 0.1189 2.0191
C -2.3254 1.1789 2.9341
O -2.3034 2.5279 3.1151
H -3.1184 0.7259 3.4191
H -1.4404 0.6919 3.3231
H -2.3714 0.9079 1.9111
H -3.1624 2.8709 2.8811
C -2.0354 0.9599 -3.9849
O -0.6744 1.0529 -3.5399
H -2.3454 1.3379 -4.9569
H -2.6834 1.5199 -3.4029
H -2.3754 -0.1111 -3.9529
H -0.4244 1.9959 -3.4309
C -4.3734 -0.4961 -0.1969
O -3.7674 -0.1111 -1.3989
H -5.3974 -0.0961 0.0131
H -3.7184 -0.1631 0.5601
H -4.3484 -1.5931 -0.1229
H -2.8004 -0.2621 -1.2709
C -0.5604 -2.4291 -4.0019
O 0.5246 -2.6871 -3.1819
H -0.8104 -3.2951 -4.6299
H -0.2704 -1.6401 -4.7409
H -1.4604 -2.0711 -3.4139
H 1.2126 -2.9951 -3.7699
*
```